# 1
{
  "formula": "C20H21F2N3O3S",
  "method": "ωB97M-V/def2-TZVPD",
  "total_charge": 0,
  "relative_energy_kcal_mol": 11.2,
  "homo_energy_ev": -6.85,
  "gap_ev": 6.51,
  "elements": ["C", "C", "N", "C", "C", "C", "C", "N", "C", "C", "C", "C", "C", "O", "H", "H", "H", "H", "H", "H", "H", "H", "H", "H", "H", "H", "H", "H", "H", "H", "F", "C", "F", "S", "N", "C", "O", "C", "C", "C", "C", "C", "C", "C", "O", "H", "H", "H", "H", "H"],
  "xyz": [[-1.351595, -2.768525, -2.686699], [-0.287460, -2.298588, -1.722969], [-0.734959, -1.305669, -0.718673], [-1.684800, -1.787350, 0.308817], [-1.095450, -1.830698, 1.713979], [-0.634608, 0.038051, -1.071724], [-1.217210, 1.047021, -0.214466], [-2.152095, 1.894798, -0.787143], [-2.264216, 1.996387, -2.172134], [-3.453016, 2.410882, -2.737771], [-4.355440, 3.151972, -1.974283], [-4.072968, 3.320165, -0.614161], [-3.013191, 2.668001, -0.025933], [-0.068461, 0.326285, -2.153133], [-0.903457, -3.461586, -3.399561], [-2.165916, -3.289739, -2.178326], [-1.742454, -1.921539, -3.254364], [0.109431, -3.132787, -1.136010], [0.521830, -1.825075, -2.278625], [-2.591363, -1.154938, 0.310804], [-1.989828, -2.794418, -0.003612], [-1.832567, -2.316897, 2.364291], [-0.161568, -2.411344, 1.726604], [-0.894862, -0.819770, 2.091659], [-1.139942, 1.018531, 0.875343], [-1.407640, 1.654982, -2.739107], [-3.631745, 2.153644, -3.779835], [-5.224442, 3.613699, -2.436005], [-4.687257, 3.968466, -0.004438], [-2.754359, 2.728597, 1.029408], [1.495593, 4.333307, 3.635653], [1.941313, 3.780441, 2.448482], [3.217856, 3.353975, 2.648388], [0.777861, 2.429020, 1.988666], [1.879963, 1.107995, 1.610809], [2.611692, 0.368995, 2.594767], [2.695997, 0.630394, 3.784116], [3.209320, -0.758382, 1.802206], [2.777529, -0.644586, 0.498738], [2.916580, -1.663436, -0.438557], [3.552244, -2.837896, -0.022554], [4.184331, -2.890306, 1.239043], [4.030418, -1.836388, 2.171180], [2.195502, 0.702266, 0.302774], [2.080349, 1.347235, -0.723877], [1.861865, 4.510740, 1.626530], [2.517725, -1.513958, -1.432299], [3.594730, -3.704827, -0.680552], [4.799896, -3.752672, 1.490710], [4.540845, -1.834476, 3.123846]],
  "atomic_forces_ev_per_a": [[-0.1, 0.1, -0.1], [0.4, 0.5, 0.9], [-0.4, 0.3, 0.0], [0.2, 0.4, -0.4], [-0.1, -0.2, -0.1], [1.0, -0.6, -1.4], [-0.8, 0.3, 0.2], [0.8, 0.1, 0.0], [-0.3, -0.4, 0.3], [0.1, 0.5, 0.4], [-0.1, -0.3, 0.0], [0.2, 0.0, -0.3], [0.4, 0.0, -0.3], [-0.9, -0.4, 1.0], [0.0, -0.1, 0.0], [0.0, 0.1, -0.1], [-0.1, -0.1, 0.1], [0.1, -0.1, -0.2], [-0.1, -0.1, 0.1], [0.3, -0.2, -0.1], [0.0, 0.2, 0.2], [0.3, 0.1, 0.1], [-0.2, 0.2, 0.0], [0.0, -0.3, 0.0], [-0.5, 0.0, -0.6], [-0.3, -0.3, 0.2], [0.2, 0.5, 0.1], [0.1, -0.2, 0.2], [0.0, -0.1, 0.1], [-0.3, -0.1, -0.2], [0.3, -0.3, -1.1], [0.0, 0.0, 0.5], [-1.0, 0.3, -0.4], [1.6, -1.3, 0.0], [-1.0, 1.8, 1.3], [0.2, 0.4, 1.3], [-0.3, -0.5, -2.2], [0.6, -0.7, 0.4], [0.2, -0.6, -0.8], [0.2, 0.1, 0.5], [0.2, 0.3, 0.4], [-0.4, 0.7, 0.1], [-0.4, -0.1, -0.7], [-0.3, 0.8, -1.7], [0.1, -0.9, 1.9], [0.5, 0.1, 0.7], [0.0, -0.1, 0.0], [0.1, 0.3, 0.1], [-0.2, 0.2, 0.0], [-0.2, -0.2, 0.1]],
  "lowdin_charge": [-0.075, -0.230, -0.053, -0.217, -0.075, -0.451, -0.076, -0.042, -0.016, -0.058, -0.096, -0.078, -0.043, -0.014, 0.076, 0.067, 0.080, 0.116, 0.095, 0.121, 0.108, 0.075, 0.077, 0.058, 0.056, 0.112, 0.112, 0.099, 0.105, 0.125, -0.014, -0.591, 0.034, 1.065, -0.227, -0.367, 0.110, -0.081, -0.099, 0.012, -0.051, -0.052, 0.018, -0.404, 0.127, 0.118, 0.114, 0.108, 0.104, 0.117]
}


# 2
{
  "formula": "C20H21F2NO4S",
  "method": "ωB97M-V/def2-TZVPD",
  "total_charge": 0,
  "smiles": "Cc1cc(-c2cc(S(C)(=O)=O)ccc2OCC2CC2)c2n(c1=O)CCC2(F)F",
  "homo_energy_ev": -8.52,
  "gap_ev": 8.40,
  "elements": ["C", "C", "C", "C", "C", "C", "C", "S", "C", "O", "O", "C", "C", "C", "O", "C", "C", "C", "C", "C", "N", "C", "O", "C", "C", "C", "F", "F", "H", "H", "H", "H", "H", "H", "H", "H", "H", "H", "H", "H", "H", "H", "H", "H", "H", "H", "H", "H", "H"],
  "xyz": [[1.236374, -4.251578, -2.133863], [0.746214, -2.793613, -1.906472], [0.588078, -2.165922, -0.702679], [0.008430, -0.793903, -0.619116], [-0.211357, -0.288997, 0.758464], [-1.551447, -0.323908, 1.284175], [-1.773909, -0.478250, 2.686049], [-3.471621, -0.710213, 3.173621], [-3.653105, -2.477521, 2.819103], [-3.690695, -0.556885, 4.609379], [-4.371171, 0.197244, 2.366081], [-0.621772, -0.129356, 3.475552], [0.615840, 0.135062, 2.949444], [0.867973, 0.013881, 1.551526], [2.154006, 0.373514, 1.103260], [2.241110, 1.726848, 0.389269], [3.273267, 2.689803, 0.977505], [2.917458, 3.955894, 1.716326], [3.335663, 3.985080, 0.219308], [-0.611570, -0.248709, -1.720532], [-0.525234, -0.877051, -2.902036], [0.254591, -2.027623, -3.016294], [0.513828, -2.293608, -4.194703], [-0.814053, 0.028060, -3.953586], [-1.162931, 1.347531, -3.269459], [-1.340677, 1.058039, -1.795819], [-2.739765, 0.904421, -1.474960], [-0.955405, 2.077721, -0.980809], [1.500372, -4.771866, -1.236292], [2.091022, -4.461761, -2.849053], [0.424536, -4.800221, -2.607231], [0.910670, -2.619212, 0.245262], [-2.368607, -0.565232, 0.655275], [-4.656616, -2.670948, 3.201558], [-3.646078, -2.568993, 1.720401], [-2.872953, -3.176986, 3.365689], [-0.590636, 0.111463, 4.570878], [1.448671, 0.436063, 3.519906], [1.277972, 2.239576, 0.297213], [2.512310, 1.510991, -0.571051], [4.295906, 2.251429, 1.026869], [1.887713, 4.266579, 1.812749], [3.592143, 4.283973, 2.507064], [2.690602, 4.298463, -0.611195], [4.289970, 4.377321, 0.008813], [-0.023721, 0.358304, -4.664278], [-1.624231, -0.370609, -4.544308], [-2.096248, 1.784601, -3.741748], [-0.300915, 2.011105, -3.515254]],
  "atomic_forces_ev_per_a": [[0.3, 0.7, -1.3], [-0.2, -0.4, 1.5], [0.2, 1.0, -0.3], [-1.0, -0.7, -0.5], [-1.3, -0.1, -0.7], [1.6, -1.9, 2.1], [2.1, 2.4, -1.6], [-2.1, 2.2, 0.8], [0.6, -0.4, 0.2], [1.0, -0.4, -1.0], [2.6, -3.0, 1.0], [-0.8, 0.2, 1.9], [-0.2, -0.6, -2.6], [0.6, 1.6, 1.7], [-1.4, 0.9, -0.4], [-0.6, -0.2, 2.9], [-0.1, -1.0, -1.2], [0.4, -0.1, -1.2], [-0.2, 0.6, 0.8], [1.3, -0.7, 3.9], [1.2, -0.2, 1.8], [0.2, 0.1, -4.1], [0.2, -0.8, 0.4], [-0.5, 1.1, -2.1], [-1.2, 1.4, -1.4], [-1.6, 0.4, -0.5], [1.9, -0.2, -0.6], [0.4, -0.8, -0.3], [0.0, 0.1, 0.8], [-0.8, 1.1, 0.7], [-0.3, 0.0, 0.1], [-0.1, 0.2, -0.5], [-0.5, 0.1, -0.9], [0.0, -0.2, -0.1], [0.1, -0.3, 0.5], [-1.5, 1.9, -1.2], [-1.0, -0.8, -1.0], [0.6, 0.3, 1.0], [-0.2, -0.4, 0.5], [1.0, -0.9, -2.5], [-1.0, 0.3, 0.7], [-0.2, -0.5, 0.4], [-0.1, 0.1, -0.4], [-0.5, -0.5, 0.8], [1.2, 0.1, 0.0], [0.0, -1.5, 0.5], [-0.3, -0.1, -0.3], [1.1, -0.3, 0.8], [-0.8, -0.1, 0.9]],
  "lowdin_charge": [-0.023, -0.144, 0.080, -0.064, -0.127, 0.031, -0.255, 0.679, -0.152, -0.345, -0.337, -0.040, 0.003, -0.215, -0.052, -0.079, -0.270, -0.080, -0.129, -0.088, 0.051, -0.368, 0.052, -0.122, -0.047, -0.383, 0.042, 0.106, 0.059, 0.102, 0.078, 0.138, 0.100, 0.058, 0.062, 0.124, 0.134, 0.109, 0.125, 0.088, 0.154, 0.096, 0.097, 0.109, 0.073, 0.145, 0.132, 0.153, 0.141]
}


# 3
{
  "formula": "C20H21F3Li2N3O5",
  "method": "ωB97M-V/def2-TZVPD",
  "total_charge": -1,
  "relative_energy_kcal_mol": 29.3,
  "homo_energy_ev": -2.40,
  "gap_ev": 4.71,
  "elements": ["Li", "Li", "C", "O", "O", "O", "C", "O", "O", "C", "F", "F", "F", "C", "C", "H", "H", "H", "H", "H", "H", "N", "C", "C", "C", "C", "C", "H", "H", "H", "H", "H", "N", "C", "C", "C", "C", "C", "H", "H", "H", "H", "H", "N", "C", "C", "C", "C", "C", "H", "H", "H", "H", "H"],
  "xyz": [[16.919630, -20.733450, 4.004779], [16.805145, -20.721507, 1.095482], [19.078638, -20.088228, 1.878179], [20.135118, -19.688347, 2.299947], [18.800653, -19.953950, 0.683299], [18.247098, -20.599757, 2.647069], [13.997696, -20.870560, 3.363910], [14.326005, -21.330620, 4.672173], [15.215617, -20.869904, 2.660982], [12.762207, -21.596843, 2.759417], [11.688223, -21.701084, 3.489122], [12.364233, -20.962170, 1.608792], [13.027092, -22.816650, 2.385656], [13.386393, -20.987379, 5.715591], [13.295342, -22.204214, 6.736931], [12.952736, -23.132647, 6.280040], [14.285878, -22.320838, 7.176623], [12.647294, -22.003980, 7.590173], [12.376138, -20.737527, 5.391449], [13.718665, -20.183803, 6.372829], [13.820559, -19.821067, 3.599066], [17.352450, -19.255104, 5.299497], [18.234845, -18.204874, 5.188486], [18.034898, -17.073457, 5.945991], [16.974661, -17.083510, 6.848211], [16.274404, -18.264302, 7.183156], [16.503232, -19.312921, 6.384016], [19.077877, -18.305773, 4.521017], [18.668483, -16.217892, 5.764391], [16.769394, -16.205346, 7.442436], [15.555158, -18.253142, 7.988736], [16.081573, -20.242308, 6.737352], [17.013944, -22.687642, 0.508596], [16.959495, -23.153902, -0.752468], [17.267317, -24.462756, -1.069178], [17.430502, -25.381691, -0.011647], [17.503115, -24.913814, 1.295248], [17.233613, -23.543440, 1.499427], [16.666439, -22.555449, -1.602391], [17.309562, -24.803090, -2.093279], [17.607270, -26.423437, -0.235058], [17.781687, -25.508849, 2.152403], [17.207919, -23.204326, 2.524482], [17.353754, -22.567196, 5.083691], [16.442613, -23.578277, 5.305303], [16.883735, -24.803917, 5.790156], [18.198824, -25.020410, 6.177900], [19.144504, -23.999224, 5.940862], [18.679603, -22.847396, 5.308757], [15.474231, -23.467697, 4.840113], [16.187685, -25.616208, 5.938809], [18.514311, -25.968960, 6.586699], [20.195118, -24.205433, 6.082546], [19.278591, -21.976039, 5.088860]],
  "atomic_forces_ev_per_a": [[0.3, -0.2, -1.1], [0.9, 0.2, 0.9], [1.0, 0.9, -0.7], [4.8, 1.6, 2.5], [-2.5, -0.1, -4.7], [-4.7, -2.7, 3.3], [3.7, 2.0, -0.5], [-1.4, -1.0, 1.8], [-2.5, -0.9, 0.5], [1.6, 1.1, -2.0], [-1.6, 0.5, 1.7], [0.2, 0.4, 0.4], [1.0, -2.0, -0.4], [0.0, -1.9, 1.4], [0.3, 0.9, -0.7], [0.2, 0.0, -0.2], [0.1, -0.4, -0.2], [-0.3, 0.3, -0.1], [0.3, 0.0, -0.4], [0.4, 0.5, -0.5], [-1.4, 0.5, -0.7], [0.8, 0.0, 1.7], [-2.0, -1.8, 0.2], [-0.8, 0.1, 0.4], [0.3, 0.1, 0.9], [0.5, 3.0, -0.1], [1.5, -0.7, -1.6], [-0.2, -0.3, -0.7], [-0.1, 0.2, 0.3], [0.0, 0.3, 0.0], [0.0, -0.2, 0.1], [-0.2, -0.6, -1.1], [-1.1, 0.0, -0.5], [0.7, -0.8, 0.3], [-0.5, -0.9, 1.1], [0.9, 0.5, -0.2], [-0.5, 1.0, -0.7], [0.5, -1.0, -0.3], [0.2, 0.9, 0.4], [-0.2, 0.0, -0.1], [0.1, -0.1, 0.0], [-0.3, -0.3, -0.1], [0.1, 0.6, -0.1], [0.0, -2.0, 0.2], [2.5, 0.5, -1.1], [-0.3, -0.3, 0.7], [0.6, 1.2, -0.5], [-1.1, -0.9, -0.7], [-1.8, 1.1, 0.9], [-0.3, 0.4, 0.5], [-0.3, 0.0, -0.1], [-0.1, -0.1, 0.1], [0.1, 0.3, 0.1], [0.5, -0.2, -0.3]],
  "lowdin_charge": [0.569, 0.671, -1.189, -0.074, -0.146, -0.245, -0.426, -0.143, -0.296, -0.604, 0.158, 0.102, 0.171, -0.229, -0.065, 0.068, 0.054, 0.059, 0.104, 0.090, 0.143, 0.034, -0.072, -0.068, -0.071, -0.088, -0.158, 0.115, 0.102, 0.092, 0.101, 0.099, 0.031, -0.124, -0.077, -0.083, -0.050, -0.111, 0.107, 0.092, 0.091, 0.095, 0.084, 0.033, -0.115, -0.090, -0.082, -0.056, -0.102, 0.100, 0.094, 0.095, 0.096, 0.112]
}


| no. | E (eV) |
| --- | --- |
| 1 | -47961.6595 |
| 2 | -47026.9018 |
| 3 | -44354.5504 |